(w)
Below is the ion C8H13N2O with charge +1, with properties calculated with ωB97M-V/def2-TZVPD.

Properties
Net charge: +1
M, u: 153.2
SMILES: CN(C)C(=O)[C@@H]1C=CC=[N+]1C

Last column: Löwdin charge in e.
Element x y z (Å)
C1 -2.92456 -0.09562 0.24972  0.0069
N1 -1.53402 -0.08792 -0.21094  -0.1676
C2 -1.00737 -1.38066 -0.54671  0.0065
C3 -1.17070 1.12277 -0.60360  -0.3352
O1 -1.60372 2.18999 -0.86569  0.1622
C4 0.69624 1.16028 -0.70308  -0.1004
C5 1.09880 0.42376 -1.93037  -0.0251
C6 2.05105 -0.51551 -1.62916  -0.0081
C7 2.38186 -0.22730 -0.20019  -0.0110
N2 1.65676 0.68644 0.30127  -0.1230
C8 1.88757 1.33348 1.55930  0.0163
H1 -2.80138 -0.72035 1.08168  0.0807
H2 -3.46510 0.88400 0.50252  0.1470
H3 -3.40054 -0.66003 -0.56337  0.1036
H4 -1.96942 -1.71480 -0.90215  0.0927
H5 -0.24751 -1.45389 -1.33495  0.0970
H6 -0.76184 -1.85709 0.34801  0.0900
H7 0.75899 2.24584 -0.77283  0.1578
H8 0.57352 0.54081 -2.89928  0.1485
H9 2.53827 -1.33569 -2.19340  0.1301
H10 3.22813 -0.69708 0.32123  0.1617
H11 0.91396 1.82762 1.93454  0.1438
H12 2.16713 0.47940 2.21937  0.1153
H13 2.74284 1.98711 1.40073  0.1102


(x)
Below is the ion C8H13N2O with charge +1, with properties calculated with ωB97M-V/def2-TZVPD.

Properties
Net charge: +1
M, u: 153.2
SMILES: CC1=[N+]2NC(=O)C[C@@H]2CCC1

Last column: Löwdin charge in e.
Element x y z (Å)
C1 1.25309 -0.56550 2.24660  0.0155
C2 0.42478 0.08826 1.13949  -0.2025
N1 -0.09825 -0.63924 0.20366  0.1020
N2 0.01670 -2.30460 -0.05669  0.2682
C3 0.01472 -2.37077 -1.41951  -0.4965
O1 0.23907 -3.39203 -2.00064  0.1449
C4 -0.35061 -1.03701 -2.04560  -0.0303
C5 -0.86888 -0.16659 -0.92998  -0.2906
C6 -0.60587 1.34016 -1.11833  -0.1314
C7 -0.79555 2.24455 0.18025  -0.1393
C8 0.15165 1.53947 1.25687  -0.1144
H1 2.26417 -0.94848 1.81892  0.1380
H2 0.76792 -1.57400 2.50571  0.1141
H3 1.45582 0.03065 3.11056  0.0809
H4 0.57433 -2.79824 0.64237  0.1485
H5 0.59145 -0.48755 -2.40920  0.1610
H6 -1.06675 -1.12117 -2.93175  0.1727
H7 -1.87658 -0.46378 -0.75731  0.1603
H8 -1.31424 1.70566 -1.89166  0.1299
H9 0.53875 1.55044 -1.42261  0.1713
H10 -1.92483 2.26409 0.53913  0.1485
H11 -0.45090 3.35973 0.01290  0.1504
H12 -0.15335 1.88050 2.25610  0.1403
H13 1.21336 1.86544 1.07072  0.1584


It is (x) that is the most stable of them.


(w)
Below is a cluster of 2 separate species, C2HNO4 in total, with properties calculated with ωB97M-V/def2-TZVPD.

Properties
M, u: 103.0
SMILES: O=CN=O.O=C=O

Last column: Löwdin charge in e.
Element x y z (Å)
O1 -1.09060 0.23390 -1.82459  0.0865
C1 -0.92056 0.61112 -0.70343  -0.4360
N1 -0.20413 1.53789 -0.11080  0.0343
O2 0.58639 1.62375 0.79229  0.0948
H1 -1.74426 0.52579 0.08139  0.1771
O3 2.21173 -1.81880 0.76180  0.2475
C2 1.12610 -1.51343 0.58757  -0.3982
O4 0.03534 -1.20023 0.41576  0.1940


(x)
Below is a cluster of 2 separate species, C2HNO4 in total, with properties calculated with ωB97M-V/def2-TZVPD.

Properties
M, u: 103.0

Last column: Löwdin charge in e.
Element x y z (Å)
C1 -0.32855 1.38498 -0.06892  -0.4413
C2 0.23502 0.09243 0.21943  -0.0602
N1 -0.30114 -1.22165 -0.07741  -0.3858
O1 -1.48425 -1.34281 0.13341  0.1301
O2 -0.57575 2.27386 -0.78278  0.2149
O3 0.45666 -2.03052 -0.53983  0.0901
O4 -0.37616 0.94707 1.18586  0.2021
H1 2.37416 -0.10337 -0.06975  0.2501


It is (w) that is the most stable of them.


(w)
Below is a cluster of 2 separate species, C8H12N4 in total, with properties calculated with ωB97M-V/def2-TZVPD.

Properties
M, u: 164.2
SMILES: Cc1c[nH]cn1.Cc1c[nH]cn1

Last column: Löwdin charge in e.
Element x y z (Å)
C1 -1.78626 1.28930 -0.90818  -0.0366
C2 -0.47716 1.57873 -1.54992  -0.3023
C3 -0.25270 2.04729 -2.79777  -0.0660
N1 1.11228 2.32330 -2.88372  0.0600
C4 1.67174 1.68655 -1.81016  -0.1425
N2 0.76372 1.18910 -0.97753  0.0824
H1 -1.68200 0.87947 0.11053  0.0730
H2 -2.30002 0.54270 -1.53688  0.0875
H3 -2.41012 2.19763 -0.85984  0.0837
H4 -1.06253 2.23359 -3.50316  0.1271
H5 1.64110 2.67493 -3.68574  0.1582
H6 2.74234 1.48212 -1.79883  0.1335
C5 -0.51495 -3.38789 2.55072  -0.0553
C6 0.07750 -2.01631 2.14444  -0.3252
C7 -0.14627 -1.37802 0.95732  -0.1171
N3 0.56859 -0.20469 0.94935  0.0111
C8 1.14907 -0.09887 2.11893  -0.2436
N4 0.96252 -1.18142 2.89560  0.0641
H7 -0.86870 -3.95492 1.67326  0.0649
H8 -1.38245 -3.15035 3.18919  0.0660
H9 0.18004 -4.02426 3.12399  0.0674
H10 -0.63843 -1.83022 0.09628  0.1101
H11 0.83002 0.37669 0.14925  -0.0149
H12 1.82265 0.72554 2.35286  0.1143


(x)
Below is a cluster of 2 separate species, C8H12N4 in total, with properties calculated with ωB97M-V/def2-TZVPD.

Properties
M, u: 164.2
SMILES: Cc1c[nH]cn1.Cc1c[nH]cn1

Last column: Löwdin charge in e.
Element x y z (Å)
C1 4.10575 -1.44092 -0.23722  -0.0791
C2 2.83360 -0.66795 -0.43458  -0.3455
C3 2.00356 -0.80658 -1.53722  -0.0840
N1 1.19219 0.32874 -1.55886  0.0250
C4 1.66836 1.18043 -0.45594  -0.1632
N2 2.70450 0.62815 0.08556  0.0656
H1 4.26106 -1.99810 0.76059  0.0910
H2 5.01459 -0.84412 -0.36280  0.0691
H3 4.12430 -2.27504 -0.93026  0.0549
H4 2.03144 -1.59448 -2.23690  0.0949
H5 0.21882 0.38530 -2.00300  0.1389
H6 1.18637 2.07620 -0.25877  0.0803
C5 -1.67460 -0.75011 1.91781  -0.0402
C6 -2.34357 0.14720 0.88840  -0.3821
C7 -3.39183 0.93843 1.12526  -0.1309
N3 -3.73723 1.58000 -0.03809  0.0514
C8 -2.78072 1.15104 -0.91978  -0.1868
N4 -1.78926 0.31138 -0.40670  0.1003
H7 -2.06791 -0.52044 2.91613  0.0713
H8 -0.66563 -0.62740 1.96203  0.0208
H9 -1.82982 -1.86995 1.61725  0.1144
H10 -3.82674 1.16007 2.20216  0.1624
H11 -4.51202 2.19492 -0.02536  0.1355
H12 -2.72523 1.31324 -2.06972  0.1360


(y)
Below is a cluster of 2 separate species, C8H12N4 in total, with properties calculated with ωB97M-V/def2-TZVPD.

Properties
M, u: 164.2
SMILES: Cc1cnc[nH]1.Cc1cnc[nH]1

Last column: Löwdin charge in e.
Element x y z (Å)
C1 -3.83576 4.52238 -2.11508  -0.0469
C2 -3.43161 3.08158 -2.06356  -0.3459
C3 -3.50525 2.31992 -0.93870  -0.0973
N1 -2.81367 1.09257 -1.17862  0.0481
C4 -2.39102 1.20811 -2.40026  -0.2641
N2 -2.68587 2.37929 -2.97782  0.0809
H1 -2.93893 5.15299 -2.23608  0.0807
H2 -4.32963 4.79146 -1.16624  0.0810
H3 -4.52986 4.73480 -2.94557  0.0749
H4 -4.03845 2.56110 -0.01911  0.1052
H5 -1.89529 0.42615 -2.97549  0.1181
H6 -2.52611 2.54968 -3.97380  0.1654
C5 2.58575 -4.27576 1.28561  -0.0440
C6 3.26108 -3.21020 2.06379  -0.3505
C7 4.43773 -3.13433 2.68865  -0.1203
N3 4.60709 -1.83812 3.12759  0.0317
C8 3.55006 -1.16121 2.82521  -0.2328
N4 2.73273 -1.94225 2.10975  0.0750
H7 2.50674 -4.08661 0.20183  0.0818
H8 1.57026 -4.41287 1.69377  0.0800
H9 3.15554 -5.20758 1.43949  0.0832
H10 5.23724 -3.87185 2.75902  0.1104
H11 3.46411 -0.08419 2.96918  0.1208
H12 1.81307 -1.59508 1.82649  0.1647


It is (y) that is the most stable of them.


(w)
Below is a cluster of 2 separate species, C10H15N3O in total, with properties calculated with ωB97M-V/def2-TZVPD.

Properties
M, u: 193.3

Last column: Löwdin charge in e.
Element x y z (Å)
C1 3.58561 2.06472 3.03603  -0.0795
C2 2.87857 3.20840 2.68465  -0.1084
C3 3.21052 0.85878 2.48105  -0.0810
C4 1.95759 3.16182 1.73732  -0.0270
C5 2.08648 0.69111 1.65709  0.0106
C6 1.43367 1.89331 1.30647  -0.2611
C7 -2.06483 -1.80197 -2.14794  -0.0846
C8 -1.01137 -1.64109 -0.05910  -0.1053
C9 -2.72030 0.18923 -0.66543  -0.0627
C10 -1.52383 -0.76586 -1.12374  -0.6975
N1 -0.69897 2.27448 0.17667  0.2859
N2 0.30726 1.93799 0.63466  -0.0005
N3 -0.55384 0.03768 -1.84878  -0.0156
O1 0.75880 -0.24603 -1.37661  -0.1624
H1 4.48724 2.13464 3.56438  0.0907
H2 3.10594 4.10247 3.27055  0.1209
H3 3.84549 0.05394 2.75488  0.0961
H4 1.44769 4.08484 1.40450  0.1275
H5 1.81977 -0.30502 1.22663  0.1206
H6 -1.21875 -2.40946 -2.59247  0.0960
H7 -2.96964 -2.30622 -1.57836  0.1148
H8 -2.46318 -1.35777 -3.02768  0.0465
H9 -0.38516 -1.12771 0.65850  0.0461
H10 -0.25347 -2.31107 -0.56246  0.0934
H11 -1.75096 -2.33594 0.46227  0.1140
H12 -2.45742 0.58803 0.31088  0.0345
H13 -2.93113 1.01942 -1.32251  0.0610
H14 -3.63417 -0.41781 -0.47195  0.0771
H15 1.38049 0.31048 -2.00579  0.1498


(x)
Below is a structure of composition C10H15N3O, with properties calculated with ωB97M-V/def2-TZVPD.

Properties
M, u: 193.2

Last column: Löwdin charge in e.
Element x y z (Å)
C1 3.07501 0.30051 -1.18643  -0.1467
C2 1.73764 -1.62247 -0.42835  -0.1772
C3 1.10467 -2.11352 -1.68935  -0.1850
C4 0.05605 -0.16959 -2.22753  -0.2795
C5 0.78027 0.52923 -0.97713  -0.2656
C6 -0.56012 0.54486 -0.00027  -0.2128
C7 -2.50372 1.71173 0.66523  -0.0604
C8 -2.35218 1.18143 1.92554  -0.0110
C9 -1.23378 0.35838 2.06814  -0.3091
C10 -1.05897 0.16115 3.62741  -0.0147
H1 3.95519 1.33884 -0.53554  0.1610
H2 2.55676 0.72307 -2.41914  0.1508
H3 3.84875 -0.93498 -1.14776  0.1655
H4 1.25830 -1.95515 0.60794  0.1494
H5 2.72173 -2.05696 -0.33666  0.0635
H6 0.79910 -3.23584 -1.72794  0.1529
H7 1.66650 -1.92684 -2.68785  0.1440
H8 0.32617 0.21682 -3.49182  0.1881
H9 -1.03095 0.38195 -1.98266  0.1367
H10 1.20151 1.41098 -1.43827  0.0967
H11 -3.23577 2.47874 0.29597  0.1285
H12 -2.99796 1.33930 2.58922  0.0362
H13 -1.05082 1.03747 4.11310  0.0210
H14 -1.84294 -0.40386 3.99011  0.0365
H15 -0.18134 -0.48334 4.10826  0.1245
N1 1.90894 -0.05584 -0.34411  -0.1985
N2 -1.64937 1.23328 -0.27805  0.0855
N3 -0.40424 -0.00146 1.22655  0.1863
O1 -0.15635 -1.43154 -1.85390  -0.1666


It is (w) that is the most stable of them.